No. 1
A 15-piece molecular cluster, C43H108BrN7O4 overall. Source: OMol25; level of theory: the ωB97M-V functional and the def2-TZVPD basis.

## Properties
- orbital gap (eV) = 1.33
- total charge = +6
- E_HOMO (eV) = -13.2607
- maximum force (hartree/bohr) = 0.1847

XYZ file:
```
163
Properties=species:S:1:pos:R:3:mulliken_charge:R:1
Br 2.997 1.280 -1.485 -0.93
O 2.876 -5.920 -4.805 -0.47
O 4.966 6.743 0.385 -0.47
O 5.346 -0.787 10.159 -0.52
O -9.718 -0.427 -8.849 -0.49
N -0.430 7.001 -10.132 -0.03
N 4.361 -3.350 -3.988 0.00
N -1.793 4.183 3.633 0.32
N -4.307 -10.443 5.404 0.50
N -8.549 -0.798 -5.990 0.01
N 5.668 5.444 -1.759 -0.19
N 7.935 -2.064 11.324 -0.34
C 7.641 -1.151 10.202 -0.45
C -3.313 2.952 2.061 -1.09
C 8.316 -1.327 12.510 -0.81
C 6.802 -3.124 11.736 -0.80
C -4.398 -11.577 6.349 -0.90
C -8.949 -1.003 -4.517 -0.92
C -2.276 -9.542 3.885 -0.32
C -4.086 4.180 2.918 -0.52
C -9.565 -1.568 -6.800 -0.65
C -8.555 0.631 -6.362 -0.84
C -1.170 5.285 2.794 -0.94
C -1.908 5.959 -6.722 -1.00
C -0.947 3.777 4.833 -0.92
C 9.074 -2.912 10.820 -0.89
C -1.112 7.563 -11.494 -0.19
C 7.377 4.058 -0.473 -1.41
C 6.602 -0.133 10.308 -0.49
C -1.980 2.940 2.751 -0.45
C 5.041 7.913 1.168 -0.73
C 0.365 3.066 4.517 -0.15
C 1.223 2.907 5.746 -1.51
C -0.623 5.253 -10.131 -0.76
C -6.091 -11.126 3.774 0.01
C -1.090 7.648 -8.962 -0.36
C 5.966 5.785 0.749 -0.62
C 1.155 7.240 -11.744 -0.95
C 5.269 -4.515 -3.859 -0.84
C -0.780 6.844 -7.606 -0.42
C -7.183 -1.360 -6.168 -0.93
C -9.590 -1.730 -8.338 -0.53
C 4.227 -2.851 -5.443 -0.84
C 4.783 -2.200 -3.059 -0.80
C -2.488 -8.497 4.972 -0.47
C -7.265 -11.097 3.122 -1.00
C -5.589 -10.103 4.855 -0.64
C -3.335 -10.839 4.081 -0.71
C 2.950 -3.827 -3.617 -0.53
C -3.174 4.626 4.029 -0.80
C 2.128 -4.716 -4.491 -0.68
C 5.999 4.728 -0.418 0.12
C -0.203 7.350 -12.430 -1.37
C -3.710 -9.079 5.837 -0.42
C 1.065 7.318 -10.291 -0.31
H 5.451 7.707 2.201 0.31
H 0.981 3.546 3.795 0.30
H -8.676 0.814 -7.409 0.32
H -8.656 -2.194 -8.733 0.27
H 1.732 -4.214 -5.357 0.42
H 6.943 6.218 0.779 0.42
H -1.108 2.876 2.136 0.54
H 0.667 2.393 6.496 0.40
H -10.508 -1.165 -6.490 0.43
H 4.207 -1.285 -3.165 0.32
H -9.514 -2.556 -6.407 0.48
H 2.294 -6.704 -4.879 0.30
H 7.329 -3.708 12.480 0.47
H -0.688 8.659 -8.916 0.37
H 3.633 -3.588 -5.964 0.38
H -6.423 -1.047 -5.427 0.33
H -7.579 0.996 -6.042 0.40
H 6.513 5.655 -2.305 0.36
H -3.745 3.045 1.148 0.54
H -7.241 -2.434 -6.227 0.34
H 1.249 -4.923 -3.848 0.39
H 6.242 -4.029 -3.991 0.40
H -4.472 -12.549 5.824 0.36
H 9.882 -2.215 10.727 0.46
H -1.655 5.449 1.815 0.37
H 7.405 -1.825 9.351 0.35
H -0.111 5.142 -9.164 0.44
H -0.154 4.980 2.548 0.38
H 5.254 6.303 -1.473 0.32
H -3.292 -9.007 6.913 0.33
H 8.894 -2.037 13.155 0.40
H -3.973 -10.813 3.218 0.50
H 6.473 0.448 11.225 0.28
H 1.651 8.156 -12.488 0.29
H 0.001 2.067 4.185 0.35
H -1.569 10.712 0.615 -0.06
H -8.179 -10.564 3.422 0.25
H -2.806 -11.763 4.200 0.45
H -8.865 -2.081 -4.317 0.38
H -3.310 5.647 4.322 0.43
H 1.710 6.907 -9.467 0.40
H -6.858 -0.851 -7.062 0.48
H -4.035 4.826 1.900 0.28
H 4.709 -0.161 9.805 0.31
H -0.776 8.621 -11.772 0.27
H -9.949 -0.603 -4.463 0.44
H 7.450 3.435 0.398 0.34
H 3.809 -1.834 -5.527 0.30
H 0.229 6.778 -7.117 0.31
H -7.659 -11.786 2.360 0.29
H -10.142 -0.396 -9.679 0.31
H -2.165 7.770 -9.156 0.42
H -1.664 5.003 -10.107 0.31
H -4.360 -8.150 5.546 0.21
H 9.296 -3.687 11.614 0.39
H 5.846 -2.093 -3.272 0.37
H -1.561 5.470 -5.836 0.29
H 8.616 -0.682 9.904 0.45
H 1.134 -11.644 7.401 -0.07
H -5.325 -11.539 6.983 0.35
H -2.223 7.470 -11.551 0.51
H -1.571 3.066 5.411 0.39
H 0.965 3.078 9.846 -0.13
H 5.218 -5.041 -2.887 0.32
H 1.004 8.361 -10.008 0.41
H -9.300 1.318 12.906 0.17
H -8.211 -0.458 -3.925 0.39
H -0.173 -14.986 9.750 0.09
H 8.988 -0.555 12.230 0.37
H 2.156 2.452 5.484 0.39
H 4.695 -2.575 -2.060 0.37
H -10.457 -2.339 -8.582 0.41
H -3.600 -11.701 7.083 0.42
H -0.887 4.658 5.487 0.51
H 0.018 4.875 -10.984 0.31
H 1.936 6.368 -12.088 0.34
H -4.005 2.461 2.786 0.25
H -6.403 -10.344 5.565 0.41
H 7.540 3.403 -1.306 0.42
H -0.247 6.977 -13.276 0.96
H 6.782 0.458 9.422 0.38
H -5.130 3.991 3.391 0.42
H 5.243 -2.765 -5.855 0.41
H 2.292 -2.979 -3.371 0.38
H -3.552 4.072 4.848 0.40
H 5.115 -5.206 -4.670 0.38
H -2.152 -7.431 5.104 0.38
H 8.099 4.910 -0.424 0.43
H -1.516 -9.707 3.023 0.35
H 5.829 5.316 1.722 0.43
H 0.869 5.855 -12.795 0.22
H 7.383 -0.876 12.894 0.38
H 4.101 8.415 1.285 0.26
H -2.895 6.016 -7.138 0.47
H -9.311 1.124 -5.793 0.35
H 8.761 -3.382 9.908 0.39
H -5.399 -12.070 3.628 0.25
H -2.699 7.682 -6.230 0.14
H -1.290 6.210 3.310 0.36
H 3.178 -4.348 -2.657 0.40
H 5.102 4.870 -2.288 0.33
H 5.718 8.632 0.648 0.31
H 6.575 -3.702 10.866 0.35
H 5.232 3.956 -0.362 0.32
H -1.875 2.044 3.472 0.35
H 5.977 -2.542 12.121 0.33
H -5.852 -9.064 4.637 0.39
H 1.435 3.933 6.028 0.34
```


No. 2
A 9-piece molecular cluster, C24H51Cl4N5O10 overall. Source: OMol25; level of theory: the ωB97M-V functional and the def2-TZVPD basis.

## Properties
- orbital gap (eV) = 1.54
- total charge = -2
- E_HOMO (eV) = 1.5684
- maximum force (hartree/bohr) = 0.1288
- ΔE to the lowest compared entry with this formula, charge and spin (kJ/mol) = 618.8

XYZ file:
```
94
Properties=species:S:1:pos:R:3:mulliken_charge:R:1
Cl -10.212 20.173 -6.619 -0.21
Cl -9.243 22.792 -5.016 -0.19
Cl -6.766 22.327 -12.368 -0.17
Cl -8.041 19.196 -12.463 -0.19
O 6.073 28.917 -13.263 -0.66
O 2.239 20.769 -3.929 -0.63
O -0.057 25.757 -11.367 -0.86
O -5.045 28.394 -3.682 -0.58
O -0.297 30.904 -20.198 -0.57
O 0.685 29.403 -18.785 -0.31
O 0.132 31.408 -17.980 -0.32
O -0.512 25.262 -8.290 -0.79
O -5.236 23.183 -18.096 -0.66
O -1.894 16.430 -9.832 -0.59
N 7.442 28.459 -14.970 -0.22
N 2.233 18.454 -4.009 -0.20
N -3.644 21.593 -18.451 -0.13
N -0.597 18.224 -9.980 -0.18
N -6.280 29.038 -5.502 -0.18
C -6.562 19.790 -13.181 -0.48
C 2.491 19.649 -4.415 0.74
C -8.583 20.809 -7.030 -0.38
C 0.515 30.694 -16.778 -0.27
C 0.194 30.622 -19.097 0.69
C -6.574 30.200 -3.258 -0.87
C -2.259 21.024 -18.597 -0.91
C -5.893 20.779 -12.246 -0.57
C 6.464 26.617 -13.791 -0.98
C -1.498 17.489 -9.367 0.64
C -5.833 29.112 -4.217 0.61
C -1.098 24.536 -9.317 -0.26
C -5.897 27.990 -6.397 -0.87
C -0.900 24.722 -10.949 -0.21
C -4.045 22.831 -18.128 0.60
C -2.026 18.057 -8.093 -1.27
C 1.299 18.240 -2.859 -0.93
C -3.049 23.855 -17.820 -1.01
C 1.294 29.473 -17.475 -0.35
C -8.150 21.514 -5.741 -0.54
C 7.660 29.866 -15.251 -0.80
C -0.469 18.208 -11.450 -1.03
C 3.331 19.669 -5.714 -1.06
C 6.654 28.039 -13.980 0.68
H -1.788 21.688 -19.323 0.30
H -0.348 19.258 -11.717 0.43
H 2.336 29.731 -17.662 0.23
H -1.413 17.827 -11.841 0.27
H -6.642 29.671 -2.307 0.24
H 6.753 30.436 -15.049 0.30
H -4.850 20.819 -12.558 0.33
H -2.096 24.279 -8.962 0.30
H 5.431 26.300 -13.651 0.32
H -2.296 19.946 -18.752 0.34
H -6.799 20.308 -14.111 0.28
H -7.461 30.378 -3.865 0.29
H -2.177 23.464 -17.296 0.29
H -5.658 27.065 -5.872 0.30
H -8.742 21.451 -7.897 0.28
H 0.380 17.628 -11.811 0.23
H -5.979 18.961 -13.582 0.37
H -0.277 30.345 -16.115 0.26
H 1.106 19.241 -2.473 0.34
H -8.029 20.775 -4.949 0.32
H -5.011 28.388 -6.891 0.33
H 1.425 28.571 -16.876 0.38
H -7.229 22.050 -5.971 0.37
H -0.578 23.582 -9.226 -0.02
H -1.203 18.236 -7.402 0.26
H -0.444 23.814 -11.346 0.07
H 6.907 25.929 -14.512 0.29
H 8.531 30.168 -14.669 0.27
H -2.726 24.362 -18.729 0.27
H 7.999 27.688 -15.310 0.20
H 1.979 17.859 -2.097 0.33
H -2.754 17.299 -7.804 0.34
H -6.615 27.822 -7.199 0.31
H -5.759 20.570 -11.184 0.33
H 7.806 30.145 -16.295 0.32
H -6.917 29.753 -5.823 0.19
H -2.443 19.030 -8.354 0.39
H 6.747 26.297 -12.788 0.27
H -1.762 24.752 -11.615 0.12
H -5.993 31.087 -3.003 0.23
H 0.470 17.556 -3.039 0.29
H -0.375 19.123 -9.578 0.36
H 2.684 17.659 -4.437 0.24
H -3.348 24.717 -17.223 0.32
H 4.274 20.199 -5.585 0.28
H 2.837 20.037 -6.614 0.28
H 3.686 18.656 -5.904 0.29
H 1.114 31.414 -16.220 0.25
H -4.437 21.002 -18.653 0.26
H -1.681 21.214 -17.693 0.30
H -7.885 20.032 -7.341 0.33
```